ORCA calculation (ωB97M-V with the def2-TZVPD basis set) on one molecule with the formula C20H19ClN4O4S2 at a distorted geometry.

As for the energy above the lowest of the compared OMol25 structures with the same formula, charge and spin: 8.2 kJ/mol. The SMILES is C=CCn1c(SCc2c(C(=O)OC)sc(N)c2C(=O)OC)nnc1-c1ccc(Cl)cc1. Its LUMO energy is 0.30 eV. The value obtained for the HOMO energy is -7.96 eV. The value obtained for the total energy is -2550.11179 Eh. The largest force on an atom comes out at 1.19 eV Å⁻¹. The frontier orbital gap comes out at 8.26 eV.

The geometry in ORCA input format:
```
! RIJCOSX wB97M-V def2-TZVPD def2/J DEFGRID3
* xyz 0 1
C -0.77 -0.75 1.79
C -0.27 0.24 2.50
C 0.98 1.02 2.16
N 1.49 0.72 0.85
C 1.11 1.33 -0.31
S -0.08 2.60 -0.37
C -0.92 2.13 -1.94
C -1.92 1.08 -1.59
C -3.15 1.39 -1.06
C -3.79 2.69 -0.92
O -3.33 3.75 -1.29
O -5.00 2.57 -0.35
C -5.73 3.77 -0.18
S -4.01 -0.02 -0.51
C -2.69 -1.04 -0.97
N -2.68 -2.35 -0.72
C -1.66 -0.31 -1.57
C -0.53 -1.04 -2.16
O -0.23 -2.18 -1.82
O 0.07 -0.39 -3.15
C 1.19 -1.02 -3.75
N 1.77 0.84 -1.32
N 2.59 -0.10 -0.85
C 2.44 -0.19 0.45
C 3.21 -1.09 1.29
C 4.51 -1.39 0.90
C 5.29 -2.25 1.65
C 4.77 -2.81 2.80
Cl 5.74 -3.87 3.75
C 3.46 -2.55 3.19
C 2.68 -1.69 2.43
H -1.66 -1.26 2.09
H -0.30 -1.11 0.88
H -0.75 0.57 3.41
H 0.74 2.09 2.19
H 1.76 0.82 2.90
H -0.15 1.78 -2.62
H -1.40 3.04 -2.28
H -5.95 4.21 -1.16
H -6.64 3.50 0.33
H -5.15 4.49 0.40
H -3.52 -2.84 -0.48
H -1.86 -2.85 -1.06
H 1.36 -0.52 -4.69
H 2.06 -0.91 -3.09
H 0.99 -2.09 -3.90
H 4.90 -0.94 -0.01
H 6.31 -2.47 1.35
H 3.06 -3.01 4.07
H 1.66 -1.53 2.72
*
```